(A)
Below is one molecule with the formula C3H4N2, with properties calculated with ωB97M-V/def2-TZVPD.

Atoms and positions in Å:
C1 0.691 2.237 -1.008
C2 0.559 1.175 -0.402
C3 0.358 -0.038 0.324
N1 -0.524 -0.838 -0.085
N2 -0.790 -1.890 0.732
H1 0.904 3.176 -1.538
H2 0.898 -0.297 1.227
H3 -1.686 -2.296 0.567
H4 -0.565 -1.728 1.740

Output
Net charge: 0
SMILES: C#C/C=N/N
Kohn-Sham gap (eV): 9.62
Multiplicity: 1

Here are the Löwdin charges for atoms 1 to 6, given in e:
1. C 0.101
2. C -0.124
3. C -0.242
4. N -0.047
5. N -0.010
6. H 0.037

---

(B)
Below is a 2-piece molecular cluster, C3H4N2 overall, with properties calculated with ωB97M-V/def2-TZVPD.

Atoms and positions in Å:
C1 0.677 -0.266 1.198
C2 -1.233 0.732 -0.033
C3 1.008 -0.163 0.060
N1 1.298 0.009 -1.213
N2 -2.154 0.094 0.324
H1 0.506 -0.394 2.181
H2 0.731 -0.279 -1.954
H3 1.636 0.970 -1.289
H4 -2.469 -0.703 0.726

Output
Net charge: 0
Kohn-Sham gap (eV): 9.66
Multiplicity: 1

Here are the Löwdin charges for atoms 1 to 6, given in e:
1. C 0.056
2. C -0.052
3. C -0.376
4. N 0.075
5. N 0.078
6. H 0.002

---

Which structure is the most stable? The one labeled (A).